(1)
The following is a DFT calculation (ωB97M-V/def2-TZVPD) of a cluster of 10 separate species, C48H121N7O16 in total.

Its maximum force is 1.53 eV Å⁻¹. The value obtained for the HOMO energy is -8.4488 eV. The calculation puts the energy relative to the best compared isomer or geometry (same formula, charge and spin) at 13.1 kcal/mol. The calculation puts the total energy at -3488.2059 a.u. Its SMILES is CC1(C)CCCC(C)(C)N1O.COCCNCCOC.COCCNCCOC.COCCNCCOC.COCCNCCOC.COCCNCCOC.COCCNCCOC.CO.CO.CO. The gap between HOMO and LUMO comes out at 9.101 eV. The multiplicity is 1.

Last column: Löwdin charge in e.
Atoms and positions in Å:
C (-2.70835, -1.59245, -0.11226)  -0.0921
O (-1.33951, -1.95739, -0.22603)  -0.2138
C (-0.75058, -1.39356, -1.37737)  -0.2121
C (0.10111, -0.16563, -1.06370)  -0.1741
N (1.26800, -0.54914, -0.27132)  -0.0416
C (2.28507, 0.51543, -0.28735)  -0.1901
C (3.28876, 0.26273, 0.81889)  -0.2167
O (2.62632, 0.35292, 2.07301)  -0.1770
C (3.52107, 0.49244, 3.12614)  -0.1359
H (-3.27859, -1.95127, -0.97596)  0.0739
H (-2.79550, -0.50362, -0.05091)  0.0833
H (-3.10416, -2.08632, 0.77452)  0.1013
H (-1.47495, -1.11280, -2.15010)  0.1267
H (-0.06310, -2.12426, -1.80993)  0.1089
H (-0.48894, 0.63426, -0.61170)  0.1118
H (0.46721, 0.14078, -2.04896)  0.1216
H (0.96419, -0.63803, 0.69407)  0.0950
H (1.81829, 1.48077, -0.06437)  0.1136
H (2.90333, 0.50338, -1.18422)  0.1229
H (4.08907, 1.01002, 0.71785)  0.1143
H (3.78937, -0.70950, 0.71628)  0.1184
H (4.18684, -0.36229, 3.29786)  0.0887
H (2.93394, 0.56967, 4.04562)  0.0757
H (4.11646, 1.41508, 3.10528)  0.0881
C (7.03703, 0.26241, 0.49119)  -0.1169
O (7.58635, 1.07836, -0.51136)  -0.1950
C (7.78054, 0.37118, -1.72536)  -0.2288
C (8.49535, 1.27731, -2.68561)  -0.2244
N (7.61824, 2.37976, -3.09485)  -0.0482
C (8.33671, 3.44238, -3.81342)  -0.1956
C (8.86563, 4.51961, -2.88725)  -0.2208
O (7.78946, 5.29087, -2.37477)  -0.2021
C (7.52118, 6.45678, -3.11479)  -0.1174
H (7.73736, -0.53584, 0.78083)  0.0920
H (6.08587, -0.21302, 0.23602)  0.0744
H (6.90414, 0.87184, 1.38644)  0.0888
H (6.81363, 0.04875, -2.13036)  0.1321
H (8.38464, -0.52729, -1.53626)  0.1245
H (8.83848, 0.69648, -3.54942)  0.1201
H (9.42864, 1.65271, -2.23072)  0.1203
H (7.31035, 2.75184, -2.19886)  0.0718
H (7.58195, 3.92768, -4.44337)  0.1087
H (9.10692, 3.02376, -4.46063)  0.1182
H (9.60906, 5.15719, -3.38545)  0.1202
H (9.36384, 4.09232, -2.01142)  0.1240
H (6.68026, 6.95213, -2.63661)  0.0874
H (7.25880, 6.24800, -4.16123)  0.0852
H (8.39700, 7.11809, -3.13113)  0.0869
C (4.67810, 3.49517, -1.72880)  -0.1044
O (3.38868, 2.95078, -1.91090)  -0.2027
C (2.59656, 3.82753, -2.68797)  -0.2241
C (1.18086, 3.29600, -2.74998)  -0.2145
N (0.34799, 4.16838, -3.57107)  -0.0629
C (-1.03109, 3.72463, -3.67879)  -0.2170
C (-1.82688, 3.93571, -2.41667)  -0.2341
O (-1.60370, 2.96910, -1.40808)  -0.2132
C (-2.52941, 3.09094, -0.34512)  -0.1031
H (5.13159, 3.78433, -2.68832)  0.0809
H (5.32693, 2.75314, -1.27282)  0.0740
H (4.65466, 4.41680, -1.12892)  0.0941
H (3.01154, 3.91678, -3.70237)  0.1273
H (2.58902, 4.79724, -2.17621)  0.1278
H (0.79429, 3.24983, -1.72798)  0.1078
H (1.15577, 2.23703, -3.06371)  0.1196
H (0.77516, 4.18413, -4.49149)  0.1086
H (-1.10754, 2.71385, -4.10287)  0.1249
H (-1.52649, 4.41130, -4.37325)  0.1199
H (-2.88965, 3.93114, -2.70947)  0.1232
H (-1.58787, 4.94163, -2.04317)  0.1319
H (-2.49423, 4.08431, 0.11665)  0.0758
H (-2.21899, 2.38948, 0.43318)  0.0707
H (-3.53430, 2.83102, -0.69286)  0.0949
C (-6.22755, -1.93867, -1.76480)  -0.1036
O (-6.46970, -0.98104, -2.78365)  -0.1812
C (-7.42942, -1.40116, -3.72798)  -0.2357
C (-6.86302, -2.20745, -4.87608)  -0.2252
N (-6.58316, -3.58685, -4.50564)  -0.0529
C (-6.19075, -4.43618, -5.65189)  -0.1769
C (-7.39809, -5.07921, -6.30036)  -0.2199
O (-8.15114, -5.71444, -5.28033)  -0.2185
C (-8.94492, -6.76759, -5.73290)  -0.1200
H (-5.92875, -2.89593, -2.20114)  0.0742
H (-7.13731, -2.08349, -1.16809)  0.0892
H (-5.42319, -1.60046, -1.11723)  0.0612
H (-7.87341, -0.49157, -4.13686)  0.1209
H (-8.22868, -1.96668, -3.22310)  0.1234
H (-5.92687, -1.72088, -5.16994)  0.1247
H (-7.54895, -2.10768, -5.73738)  0.1169
H (-7.43823, -3.98379, -4.12679)  0.0977
H (-5.54037, -5.22462, -5.26915)  0.0955
H (-5.66525, -3.82900, -6.38847)  0.1232
H (-7.04754, -5.84564, -7.00853)  0.1213
H (-8.04636, -4.37099, -6.83132)  0.1237
H (-8.36997, -7.46849, -6.34581)  0.0870
H (-9.81264, -6.39112, -6.29420)  0.0916
H (-9.34873, -7.27860, -4.85981)  0.0889
C (0.39568, -1.49625, 9.25627)  -0.1022
O (0.46417, -1.23954, 7.86649)  -0.2031
C (0.06937, 0.07574, 7.52096)  -0.2414
C (-1.40792, 0.38737, 7.58254)  -0.2067
N (-2.20410, -0.60446, 6.84445)  -0.0374
C (-3.43613, -0.00722, 6.34408)  -0.2045
C (-3.25531, 0.74884, 5.04507)  -0.2249
O (-2.60469, -0.08302, 4.09565)  -0.1814
C (-2.60269, 0.52876, 2.84002)  -0.1172
H (-0.63645, -1.68751, 9.57117)  0.0894
H (0.74767, -0.63233, 9.83685)  0.0913
H (1.00871, -2.36907, 9.46295)  0.0884
H (0.42912, 0.25523, 6.50337)  0.1161
H (0.62630, 0.77252, 8.16602)  0.1244
H (-1.51868, 1.36601, 7.09490)  0.1024
H (-1.74916, 0.44469, 8.61994)  0.1183
H (-1.64959, -0.91615, 6.05314)  0.0980
H (-3.89721, 0.65752, 7.07627)  0.1215
H (-4.16655, -0.80641, 6.16996)  0.1170
H (-2.61465, 1.64365, 5.18217)  0.1111
H (-4.17597, 1.15699, 4.60670)  0.1217
H (-2.24925, -0.15027, 2.06909)  0.0578
H (-1.91351, 1.38410, 2.83480)  0.0667
H (-3.60607, 0.89140, 2.58227)  0.0974
C (-1.40190, -4.57506, -2.69020)  -0.0950
O (-0.30338, -4.70049, -3.57540)  -0.2015
C (-0.15739, -5.96918, -4.20762)  -0.2098
C (-0.86721, -6.01345, -5.55579)  -0.1970
N (-2.28683, -6.34513, -5.51443)  -0.0537
C (-2.56220, -7.74367, -5.25330)  -0.2226
C (-3.97492, -7.92950, -4.73922)  -0.2249
O (-4.17078, -7.06018, -3.63792)  -0.2089
C (-5.44002, -7.24823, -3.07426)  -0.1130
H (-2.19944, -5.30133, -2.86577)  0.0730
H (-1.80919, -3.57343, -2.83962)  0.0792
H (-1.05801, -4.66692, -1.65465)  0.0927
H (-0.45859, -6.76263, -3.51605)  0.1206
H (0.92333, -6.05072, -4.36545)  0.1205
H (-0.34626, -6.71899, -6.21004)  0.1162
H (-0.76017, -5.02646, -6.01030)  0.1189
H (-2.73564, -5.77950, -4.80473)  0.0796
H (-1.84905, -8.31064, -4.63791)  0.1169
H (-2.51612, -8.26380, -6.22420)  0.1205
H (-4.06181, -8.95699, -4.35040)  0.1245
H (-4.76100, -7.79200, -5.49025)  0.1206
H (-5.62539, -6.58846, -2.22896)  0.0915
H (-5.60385, -8.27310, -2.71097)  0.0905
H (-6.21549, -7.03727, -3.82635)  0.0742
C (0.49582, 3.13249, 5.29743)  -0.0162
C (1.18652, 4.39300, 4.75408)  -0.5111
C (2.09470, 4.13485, 3.56353)  -0.1274
C (1.41105, 3.93721, 2.20278)  -0.1668
C (0.37790, 5.02369, 1.93169)  -0.1221
C (-0.54684, 5.33057, 3.12124)  -0.5220
N (0.24644, 5.45141, 4.34242)  -0.0918
O (-0.59923, 5.81794, 5.42097)  -0.0260
C (-1.22151, 6.65665, 2.84537)  -0.0477
C (-1.63939, 4.24877, 3.21312)  -0.0307
C (2.03341, 4.98786, 5.86496)  -0.0418
H (0.22552, 2.52182, 4.42624)  0.0726
H (-0.44928, 3.39622, 5.77133)  0.0755
H (1.15112, 2.52181, 5.91307)  0.0768
H (2.80642, 4.96864, 3.48601)  0.1201
H (2.81297, 3.30827, 3.62585)  0.1083
H (1.00319, 2.92673, 2.10315)  0.0996
H (2.21046, 4.02039, 1.46209)  0.1108
H (-0.30194, 4.69377, 1.14175)  0.1081
H (0.92066, 5.93224, 1.66432)  0.1250
H (-1.66627, 6.66662, 1.84510)  0.0855
H (-2.06638, 6.85139, 3.51294)  0.0834
H (-0.55067, 7.51346, 2.93447)  0.0894
H (-2.12060, 4.22750, 4.19160)  0.0833
H (-2.42894, 4.44393, 2.48255)  0.0775
H (-1.21252, 3.27034, 3.00281)  0.0431
H (2.65588, 5.81936, 5.53138)  0.0853
H (2.71772, 4.22908, 6.25969)  0.0900
H (1.42363, 5.30008, 6.71267)  0.0810
H (-0.24025, 6.66541, 5.70042)  0.1072
C (0.12781, -2.43352, 2.82894)  -0.1441
O (-0.43498, -3.46258, 2.01754)  -0.1251
H (1.21724, -2.52539, 2.79834)  0.0759
H (-0.15869, -1.45374, 2.44532)  0.0580
H (-0.19254, -2.56835, 3.86284)  0.0744
H (-0.94465, -3.05411, 1.30803)  0.0252
C (3.64292, -1.35207, 6.05906)  -0.1499
O (3.42746, -0.37215, 7.07573)  -0.1272
H (2.93847, -1.20266, 5.24139)  0.0529
H (4.65679, -1.16887, 5.70221)  0.0786
H (3.58371, -2.37018, 6.44353)  0.0835
H (2.73108, -0.71065, 7.64427)  0.0409
C (2.70940, -3.39806, -1.91194)  -0.1787
O (3.35429, -2.33672, -1.24576)  -0.1462
H (3.39056, -4.24460, -2.01623)  0.0743
H (1.85869, -3.79068, -1.33792)  0.0756
H (2.34472, -3.10602, -2.90249)  0.0740
H (2.63251, -1.77787, -0.90373)  0.0161

(2)
The following is a DFT calculation (ωB97M-V/def2-TZVPD) of a cluster of 2 separate species, C2H3NO in total.

Its maximum force is 3.64 eV Å⁻¹. The value obtained for the HOMO energy (spin up / spin down) is -10.1034 / -9.5991 eV. The calculation puts the energy relative to the best compared isomer or geometry (same formula, charge and spin) at 123.3 kcal/mol. The calculation puts the total energy at -207.8011 a.u. The gap between HOMO and LUMO (spin up / spin down) comes out at 9.787 / 7.422 eV. The multiplicity is 1.

Last column: Löwdin charge in e.
Atoms and positions in Å:
C (-0.95848, 0.91051, 1.73529)  0.1816
C (-0.91133, 0.65280, 0.50912)  -0.3353
N (1.16405, -1.21568, -1.17383)  0.1209
O (-0.58778, 0.53939, -0.61651)  0.0967
H (-1.53325, 1.02601, 2.60442)  0.0208
H (1.61041, -0.32556, -0.99739)  -0.0211
H (1.21638, -1.58747, -2.06110)  -0.0634